Entry 1:
{"formula": "C17H21ClN2O3S", "method": "ωB97M-V/def2-TZVPD", "symbols": ["C", "N", "C", "O", "C", "C", "C", "C", "N", "C", "C", "O", "H", "H", "H", "H", "H", "H", "H", "H", "H", "H", "H", "H", "H", "H", "O", "C", "C", "C", "S", "C", "C", "C", "C", "Cl", "C", "C", "H", "H", "H", "H", "H", "H", "H"], "xyz": [[-0.292, -5.800, 2.065], [0.929, -5.348, 1.398], [1.184, -4.153, 0.854], [2.282, -3.980, 0.344], [0.109, -3.039, 0.901], [-1.113, -3.336, 0.020], [-1.661, -1.956, -0.348], [-0.736, -0.980, 0.380], [0.530, -1.672, 0.549], [1.434, -1.415, -0.416], [2.766, -0.844, 0.023], [1.192, -1.561, -1.613], [-0.091, -6.722, 2.612], [-0.646, -5.048, 2.773], [-1.069, -6.000, 1.325], [1.691, -6.005, 1.318], [-0.236, -2.993, 1.933], [-1.858, -3.913, 0.568], [-0.812, -3.865, -0.886], [-1.588, -1.804, -1.426], [-2.692, -1.834, -0.016], [-0.622, -0.059, -0.190], [-1.149, -0.745, 1.362], [3.339, -0.570, -0.861], [3.307, -1.594, 0.595], [2.595, 0.040, 0.633], [1.268, 1.902, -1.295], [0.250, 2.580, -1.365], [-0.921, 2.016, -2.165], [-2.254, 2.355, -1.508], [-2.471, 4.175, -1.503], [-0.974, 4.688, -0.716], [-0.972, 5.939, -0.089], [0.171, 6.416, 0.558], [1.330, 5.641, 0.585], [2.761, 6.225, 1.395], [1.338, 4.395, -0.044], [0.195, 3.898, -0.705], [-0.813, 0.930, -2.249], [-0.892, 2.432, -3.175], [-2.280, 1.974, -0.481], [-3.076, 1.890, -2.062], [-1.874, 6.544, -0.105], [0.165, 7.387, 1.043], [2.255, 3.810, -0.015]], "forces_ev_per_a": [[0.2, 0.2, -0.4], [-1.0, -1.0, 0.9], [0.9, 1.2, -0.6], [-0.2, 0.6, -0.1], [0.4, -0.7, 0.1], [-0.2, -0.2, -0.3], [-0.2, 0.0, -0.1], [-0.5, 0.2, -0.4], [-1.7, -0.8, 3.1], [2.7, 0.2, -3.9], [-0.3, -0.1, -0.4], [-0.1, 0.2, 1.2], [0.1, 0.2, -0.1], [0.0, -0.1, 0.0], [-0.1, 0.0, 0.2], [0.0, 0.2, -0.1], [0.0, 0.1, 0.2], [0.1, -0.2, -0.1], [-0.1, -0.1, 0.1], [-0.1, 0.0, 0.1], [-0.1, 0.0, -0.2], [0.2, 0.0, 0.2], [0.1, 0.1, 0.1], [0.0, 0.0, 0.1], [0.0, 0.0, 0.2], [0.0, 0.0, 0.1], [-0.6, 0.6, 0.1], [1.2, -1.6, -0.4], [-0.3, 0.3, 0.4], [0.4, 0.3, -0.1], [-0.3, -0.3, 0.1], [0.3, -0.2, 0.1], [0.5, 0.0, 0.1], [-0.2, -0.1, -0.2], [-0.4, -0.6, -0.5], [-0.3, -0.1, -0.2], [0.1, 0.2, 0.2], [-0.3, 1.1, 0.5], [0.3, 0.2, 0.1], [0.0, 0.1, 0.0], [-0.1, 0.1, -0.1], [0.0, 0.4, 0.1], [0.1, -0.1, 0.1], [0.0, -0.1, -0.1], [-0.3, -0.1, -0.1]], "mulliken_charge": [-0.83, -0.15, 0.13, -0.68, 0.24, -0.69, -0.59, -0.35, 0.07, 0.89, -1.36, -0.60, 0.33, 0.28, 0.25, 0.30, 0.21, 0.31, 0.39, 0.24, 0.50, -0.35, 0.39, 0.35, 0.38, 0.26, -0.65, 0.71, -0.72, -0.51, -0.20, 0.39, -0.60, -0.48, 0.13, -0.22, -0.78, 0.30, 0.20, 0.42, 0.32, 0.43, 0.39, 0.40, 0.54], "e_lumo_ev": -0.2, "relative_energy_kcal_mol": 10.71, "gap_ev": 8.37, "smiles": "CNC(=O)[C@@H]1CCCN1C(C)=O.O=C1CCSc2ccc(Cl)cc21"}


Entry 2:
{"formula": "C2F3MgNO4S2Tl", "method": "ωB97M-V/def2-TZVPD", "symbols": ["O", "C", "O", "Tl", "Mg", "N", "S", "S", "O", "O", "C", "F", "F", "F"], "xyz": [[2.005, 2.449, -1.178], [2.501, 1.337, -1.162], [2.871, 0.525, -2.019], [2.523, -0.843, -0.119], [0.092, 1.006, -1.964], [0.587, -0.994, 0.361], [0.400, -1.455, -1.368], [-0.460, 0.067, 0.875], [-0.819, 1.086, -0.182], [-0.101, 0.585, 2.183], [-2.111, -0.792, 1.099], [-2.637, -1.088, -0.075], [-1.925, -1.897, 1.797], [-2.927, 0.015, 1.752]], "forces_ev_per_a": [[0.8, -3.5, 2.4], [0.0, 4.4, -6.4], [0.0, 1.1, 2.5], [4.1, -1.7, 1.7], [-1.2, -0.2, 0.5], [-2.6, -1.2, -0.5], [-0.7, 0.0, -0.8], [-1.8, 3.5, 3.7], [1.2, -0.8, -0.3], [-0.1, -0.9, -2.6], [-1.5, -1.1, 0.6], [0.4, 0.1, -0.3], [0.4, 0.3, -0.2], [0.9, 0.0, -0.4]], "mulliken_charge": [-0.29, 0.75, -0.25, 0.88, 0.85, -0.18, -0.25, 1.34, -0.48, -0.51, 0.64, -0.18, -0.18, -0.13], "charge": 2, "e_lumo_ev": [-12.5, -12.9], "s_squared": 0.7684, "gap_ev": [6.09, 5.38], "multiplicity": 2}


Entry 3:
{"formula": "C7H12N3O", "method": "ωB97M-V/def2-TZVPD", "symbols": ["C", "C", "O", "C", "N", "C", "C", "C", "N", "N", "C", "H", "H", "H", "H", "H", "H", "H", "H", "H", "H", "H", "H"], "xyz": [[3.066, -0.201, -0.043], [1.837, 0.688, 0.108], [1.976, 1.886, 0.341], [0.464, 0.064, -0.034], [-0.763, 0.837, -0.011], [-0.795, 2.332, -0.014], [-1.749, -0.123, 0.009], [-3.182, 0.220, -0.052], [-1.220, -1.306, -0.029], [0.109, -1.214, 0.001], [0.725, -2.453, -0.006], [3.071, -0.971, -0.682], [3.095, -0.727, 0.994], [3.914, 0.430, -0.279], [-0.589, 2.831, -1.043], [-1.876, 2.687, 0.234], [0.115, 2.753, 0.442], [-3.820, -0.706, 0.263], [-3.574, 0.931, 0.735], [-3.252, 0.565, -1.010], [0.045, -3.239, -0.589], [1.742, -2.531, -0.425], [0.663, -2.754, 1.089]], "forces_ev_per_a": [[-0.7, 2.0, 4.2], [1.3, 1.1, -0.7], [-0.7, -2.2, -0.4], [-1.7, 2.1, 0.7], [3.4, -1.6, -0.2], [-1.2, 1.4, -1.9], [0.9, 1.5, 0.5], [-1.2, -2.3, 4.2], [-1.5, -0.9, 0.5], [-1.7, 3.5, -1.5], [0.4, -4.7, 0.6], [-0.6, -2.7, -2.8], [0.6, 1.0, -1.4], [0.1, 0.1, 0.6], [-0.7, -1.7, 1.0], [2.3, -0.6, 0.2], [-1.1, -0.5, 1.0], [1.2, 1.4, -1.4], [1.1, -0.2, -1.0], [-1.4, 1.0, -2.6], [1.4, 2.0, 1.2], [-0.6, 0.5, 0.4], [0.6, -0.2, -1.4]], "mulliken_charge": [-1.44, 0.88, -0.54, 0.09, 0.09, -0.72, 0.70, -1.33, -0.89, 0.73, -0.72, 0.45, 0.37, 0.37, 0.32, 0.28, 0.36, 0.32, 0.38, 0.36, 0.29, 0.29, 0.35], "charge": 1, "e_lumo_ev": -4.8, "relative_energy_kcal_mol": 56.81, "gap_ev": 9.78, "smiles": "CC(=O)c1n(C)c(C)n[n+]1C"}


Entry 4:
{"formula": "C3H5NO2Si", "method": "ωB97M-V/def2-TZVPD", "symbols": ["Si", "O", "C", "N", "C", "C", "O", "H", "H", "H", "H", "H"], "xyz": [[-2.609, -0.182, -0.119], [-1.016, -0.681, 0.139], [0.270, -0.189, 0.171], [0.682, 0.986, 0.500], [2.092, 0.931, 0.316], [2.398, -0.272, -0.230], [1.227, -0.974, -0.202], [-2.872, -0.218, -1.519], [-3.250, -1.362, 0.235], [-2.761, 1.145, 0.465], [2.640, 1.742, 0.612], [3.199, -0.927, -0.369]], "forces_ev_per_a": [[2.3, 0.6, -0.3], [2.3, 0.4, 0.1], [-2.5, 1.2, 0.2], [0.6, 0.5, 0.3], [-2.5, -1.8, -0.9], [-1.3, 0.8, 1.8], [-0.1, -2.7, -1.6], [-0.1, 0.6, -1.2], [-1.2, -1.2, 1.3], [-0.4, 0.1, 0.3], [1.5, 1.7, 0.3], [1.4, -0.2, -0.4]], "mulliken_charge": [0.35, -0.28, 0.72, -0.52, -0.30, -0.24, -0.28, -0.12, -0.10, -0.06, 0.45, 0.38], "e_lumo_ev": 0.9, "relative_energy_kcal_mol": 54.73, "gap_ev": 10.03, "smiles": "[SiH3]Oc1ncco1"}


no.,largest force on an atom (eV/A)
1,4.7
2,7.8
3,5.0
4,3.2